[1]
The following is a quantum chemistry calculation of C29H74F3LiO12S as an isolated structure at a distorted geometry, from the OMol25 dataset.

Calculated values
Largest force on an atom in eV/Å: 3.33
Frontier orbital gap in eV: 4.9260
Highest occupied orbital energy in Ha: -0.2888
Total energy in eV: -75029.5567
M in g mol⁻¹: 710.90

Positions of all 120 atoms, in Å:
Li (1.69905, -5.82224, -14.25664)
C (-0.20172, -0.25373, -18.12625)
F (-0.70657, 0.19176, -17.01442)
F (-1.05765, -0.98645, -18.82667)
F (0.07711, 0.81322, -18.91387)
S (1.35674, -1.37722, -17.95323)
O (0.86094, -2.58492, -17.28573)
O (1.87773, -1.60322, -19.29879)
O (2.30820, -0.59884, -17.11740)
C (5.65429, 6.41915, -18.85827)
C (5.84025, 7.74453, -18.10185)
O (6.62100, 8.58143, -18.89692)
C (7.14513, 9.75799, -18.25969)
C (7.62347, 10.59739, -19.47484)
H (5.04589, 6.53190, -19.75563)
H (6.59587, 5.99067, -19.20168)
H (5.16676, 5.68732, -18.21419)
H (4.85678, 8.21391, -18.07826)
H (6.23557, 7.46195, -17.12616)
H (6.32404, 10.24161, -17.73053)
H (7.94120, 9.50301, -17.56015)
H (6.75511, 11.03087, -19.97099)
H (8.12932, 10.01064, -20.24161)
H (8.24811, 11.46164, -19.24901)
C (-2.48041, 6.63770, -14.59373)
C (-3.48961, 6.04455, -13.60858)
O (-4.13392, 7.06544, -12.84883)
C (-5.02364, 6.63222, -11.85011)
C (-5.72245, 7.85700, -11.25767)
H (-2.13939, 5.88078, -15.30004)
H (-2.85497, 7.48924, -15.16179)
H (-1.62107, 7.06213, -14.07461)
H (-4.29292, 5.57097, -14.17296)
H (-2.99722, 5.30237, -12.98023)
H (-5.86406, 6.04256, -12.21631)
H (-4.42766, 6.05466, -11.14347)
H (-6.29153, 7.53274, -10.38640)
H (-6.36546, 8.31532, -12.00905)
H (-4.96999, 8.60250, -11.00050)
C (-7.47124, 5.27295, -24.91890)
C (-6.08164, 4.65278, -24.85690)
O (-6.25311, 3.25181, -24.68983)
C (-5.04343, 2.59743, -24.26633)
C (-5.15820, 1.05963, -24.43841)
H (-7.47725, 6.32602, -24.63766)
H (-7.85977, 5.20583, -25.93509)
H (-8.13355, 4.71909, -24.25357)
H (-5.46706, 4.90935, -25.71978)
H (-5.53413, 5.08259, -24.01809)
H (-4.21432, 2.86077, -24.92308)
H (-4.70243, 2.91795, -23.28190)
H (-4.20113, 0.53925, -24.47462)
H (-5.66666, 0.74787, -25.35076)
H (-5.64186, 0.69664, -23.53154)
C (-0.25921, -6.61310, -23.60398)
C (0.33153, -7.20631, -24.89098)
O (1.56821, -7.82869, -24.55872)
C (2.08474, -8.67840, -25.56003)
C (2.41179, -8.00756, -26.91200)
H (-1.20551, -6.17975, -23.92773)
H (-0.40308, -7.34223, -22.80663)
H (0.42608, -5.80163, -23.35907)
H (-0.40224, -7.88925, -25.31909)
H (0.56214, -6.44641, -25.63762)
H (2.94521, -9.21614, -25.16189)
H (1.36601, -9.48000, -25.73022)
H (3.02100, -7.10373, -26.90496)
H (1.49520, -7.75438, -27.44479)
H (2.90245, -8.70731, -27.58853)
C (-4.42200, -5.90898, -14.33887)
C (-3.40946, -6.97987, -14.05696)
C (-2.98857, -7.74139, -15.32076)
O (-2.25907, -6.41261, -13.46101)
H (-5.32233, -6.24631, -14.85240)
H (-3.94036, -5.13708, -14.93910)
H (-4.77053, -5.54789, -13.37126)
H (-3.84206, -7.70805, -13.37087)
H (-2.36904, -8.58411, -15.01402)
H (-2.45540, -7.11442, -16.03543)
H (-3.87300, -8.07733, -15.86209)
H (-2.47100, -5.98091, -12.63016)
C (2.71689, 0.53039, -24.92398)
C (3.23547, -0.73385, -25.54990)
C (4.04702, -0.44797, -26.84918)
O (4.01904, -1.41787, -24.62128)
H (2.25871, 0.32026, -23.95753)
H (1.90896, 0.94372, -25.52772)
H (3.55016, 1.20479, -24.72665)
H (2.42318, -1.41153, -25.81264)
H (3.51622, 0.23217, -27.51533)
H (4.15139, -1.33247, -27.47756)
H (5.02981, -0.05403, -26.59028)
H (3.57247, -1.38595, -23.77207)
C (10.36836, -1.42059, -19.22616)
C (8.99022, -0.94249, -18.88421)
O (8.38942, -1.90319, -18.06996)
H (10.99723, -1.51482, -18.34087)
H (10.84638, -0.62339, -19.79544)
H (10.30998, -2.32666, -19.82927)
H (8.41027, -0.70842, -19.77694)
H (9.10107, -0.01909, -18.31575)
H (7.62035, -1.49384, -17.66676)
C (3.28997, -6.19005, -9.47699)
C (3.98186, -4.82653, -9.98486)
O (3.35731, -4.35996, -11.10878)
H (3.96784, -6.69398, -8.78804)
H (3.04695, -6.92884, -10.24069)
H (2.30549, -6.02229, -9.04023)
H (5.01495, -5.09669, -10.20358)
H (3.96436, -4.02727, -9.24393)
H (3.56539, -3.42575, -11.18324)
C (4.80111, 3.21355, -10.12085)
C (4.06714, 2.97298, -11.48387)
O (3.94589, 1.59020, -11.78255)
H (4.27080, 2.77526, -9.27540)
H (4.80090, 4.25858, -9.81100)
H (5.85037, 2.93312, -10.21312)
H (4.63561, 3.42357, -12.29745)
H (3.05457, 3.37539, -11.45461)
H (3.81086, 1.50960, -12.72958)



[2]
The following is a quantum chemistry calculation of a 8-piece molecular cluster, C29H76N4O9S overall at a distorted geometry, from the OMol25 dataset.

Calculated values
SMILES: O=S1(=O)CCCC1.COC[C@H](C)N.COC[C@H](C)N.COC[C@H](C)N.COC[C@H](C)N.CC(C)O.CC(C)O.CC(C)O
Largest force on an atom in eV/Å: 4.28
Frontier orbital gap in eV: 9.4328
Highest occupied orbital energy in Ha: -0.3359
ΔE to the lowest compared entry with this formula, charge and spin in kcal per mole: 0.00
Total energy in eV: -66520.6940
M in g mol⁻¹: 657.01

Positions of all 119 atoms, in Å:
C (1.06849, -1.02070, -0.37228)
C (0.07362, 0.06273, -0.77448)
C (-0.76209, 0.67348, 0.31840)
O (0.76062, 1.14804, -1.34359)
H (0.72455, -1.43787, 0.57418)
H (2.06019, -0.57165, -0.31774)
H (1.05699, -1.78305, -1.15125)
H (-0.56171, -0.35365, -1.55620)
H (-0.21756, 1.38725, 0.93655)
H (-1.09556, -0.03124, 1.08015)
H (-1.64462, 1.18548, -0.06515)
H (1.53539, 1.37399, -0.82372)
C (-1.75453, 4.15837, 1.62711)
C (-2.47782, 5.62090, 1.83187)
C (-1.74413, 6.46801, 2.87585)
O (-2.41624, 6.30763, 0.60583)
H (-1.20993, 4.06802, 0.68724)
H (-2.52813, 3.40262, 1.49114)
H (-1.19223, 3.88710, 2.52061)
H (-3.52290, 5.45117, 2.09090)
H (-2.21970, 7.40078, 3.17896)
H (-0.72490, 6.71825, 2.58149)
H (-1.54824, 5.94064, 3.80945)
H (-2.72321, 5.67613, -0.04883)
C (-3.16152, -0.67146, 4.44593)
C (-4.33758, -0.38975, 3.50391)
C (-4.05401, 0.72908, 2.57784)
O (-4.57804, -1.52315, 2.64904)
H (-2.80968, 0.24146, 4.92645)
H (-2.24619, -1.01105, 3.96120)
H (-3.41626, -1.36002, 5.25159)
H (-5.14886, -0.20245, 4.20736)
H (-3.06930, 0.58464, 2.13333)
H (-3.90115, 1.68810, 3.07283)
H (-4.84540, 0.82271, 1.83417)
H (-4.95789, -2.28873, 3.08630)
C (0.77358, 1.71409, -5.29222)
C (-0.01871, 2.78120, -4.61357)
C (-0.57299, 3.92050, -5.51281)
O (0.40576, 4.89974, -5.86817)
C (0.08700, 6.20834, -5.60760)
N (-1.08899, 2.15597, -3.87582)
H (0.15595, 0.86056, -5.57170)
H (1.62187, 1.29645, -4.74993)
H (1.07253, 2.01751, -6.29556)
H (0.62057, 3.31021, -3.90677)
H (-1.44909, 4.48941, -5.20155)
H (-0.93233, 3.41835, -6.41105)
H (-0.25461, 6.43491, -4.59761)
H (-0.48139, 6.66347, -6.41870)
H (1.03841, 6.73170, -5.51258)
H (-1.91374, 2.73321, -3.79409)
H (-0.63991, 2.04195, -2.97836)
C (2.66679, 1.79818, 2.41659)
C (2.23123, 3.15969, 1.66029)
C (2.87816, 4.50881, 2.10406)
O (2.29261, 4.93883, 3.34378)
C (2.63672, 6.21130, 3.76852)
N (2.38013, 2.87705, 0.27134)
H (2.55887, 1.94768, 3.49088)
H (3.75365, 1.72502, 2.37796)
H (2.05986, 0.98064, 2.02753)
H (1.16082, 3.21589, 1.85823)
H (2.58460, 5.27188, 1.38319)
H (3.94872, 4.34163, 2.22262)
H (2.68992, 6.99469, 3.01248)
H (3.61480, 6.06867, 4.22798)
H (1.94244, 6.68319, 4.46378)
H (1.78698, 3.49541, -0.26335)
H (3.32251, 3.23456, 0.20650)
C (3.84486, -1.46013, 2.33401)
C (3.51166, -2.72666, 3.28691)
C (2.09578, -2.50670, 3.91051)
O (2.16445, -1.55596, 5.00136)
C (1.26553, -1.47722, 6.06410)
N (3.61486, -3.91406, 2.54934)
H (3.04132, -1.25272, 1.62732)
H (4.68667, -1.72569, 1.69453)
H (4.18356, -0.64830, 2.97769)
H (4.18890, -2.67999, 4.13971)
H (1.93759, -3.38208, 4.54040)
H (1.30868, -2.32599, 3.17844)
H (1.54945, -2.12963, 6.88985)
H (0.27221, -1.81237, 5.76562)
H (1.05593, -0.48755, 6.46996)
H (2.72572, -3.95558, 2.07205)
H (4.44550, -3.91727, 1.97477)
C (-2.25033, -4.23568, -5.79453)
C (-1.34908, -4.73393, -4.79947)
C (-1.32659, -3.77888, -3.62586)
O (-0.78887, -2.55054, -3.98295)
C (-1.74272, -1.47127, -3.88757)
N (-1.91291, -6.04073, -4.36551)
H (-1.70972, -3.43807, -6.30410)
H (-3.22555, -4.06226, -5.33958)
H (-2.42507, -4.94072, -6.60723)
H (-0.34825, -4.89025, -5.20197)
H (-0.63062, -4.23557, -2.92219)
H (-2.12059, -3.84861, -2.88236)
H (-2.65164, -1.79334, -4.39573)
H (-1.45030, -0.62141, -4.50427)
H (-2.05597, -1.23749, -2.87006)
H (-2.88778, -6.03396, -4.10156)
H (-2.10546, -6.53595, -5.22445)
C (-0.31505, -5.01592, -0.22020)
C (1.14683, -4.79424, 0.49605)
C (1.60261, -6.23478, 0.96006)
S (1.05742, -7.37693, -0.42434)
O (0.27470, -8.45786, 0.16052)
O (2.19924, -7.68505, -1.27153)
C (-0.17414, -6.20658, -1.26944)
H (-0.51802, -4.16295, -0.86775)
H (-1.15434, -5.28182, 0.42245)
H (0.83383, -4.19933, 1.35408)
H (1.80486, -4.25222, -0.18315)
H (0.90449, -6.37198, 1.78584)
H (2.64050, -6.30842, 1.28478)
H (-1.01757, -6.83077, -1.56457)
H (0.45984, -5.89739, -2.10044)



[3]
The following is a quantum chemistry calculation of C29H77FFeO10 as an isolated structure at a distorted geometry, from the OMol25 dataset.

Calculated values
Total charge: +1
Multiplicity: 6
Largest force on an atom in eV/Å: 4.39
Frontier orbital gap (alpha / beta) in eV: 9.0286 / 6.7422
Highest occupied orbital energy (alpha / beta) in Ha: -0.4315 / -0.4315
ΔE to the lowest compared entry with this formula, charge and spin in kcal per mole: 12.13
Expectation value of S²: 8.76
Total energy in eV: -88895.7975
M in g mol⁻¹: 660.77

Positions of all 118 atoms, in Å:
Fe (-3.17162, -0.48091, 0.75619)
C (0.63289, 0.74335, 1.03175)
C (-0.22911, 0.58949, -0.21718)
O (-1.52055, 0.14240, -0.03522)
H (0.75256, -0.19746, 1.57939)
H (0.23063, 1.44859, 1.75974)
H (1.64801, 1.07152, 0.80811)
H (0.34699, -0.02874, -0.91853)
H (-0.25162, 1.58808, -0.67395)
F (-3.15131, 0.62811, 2.30590)
C (2.76198, -1.75793, 4.10012)
C (4.00771, -1.65650, 3.24428)
C (4.75858, -0.36588, 3.40102)
O (4.89247, -2.70966, 3.67991)
H (2.27069, -2.72438, 3.96481)
H (2.04700, -0.95697, 3.90227)
H (3.05449, -1.72590, 5.15136)
H (3.74926, -1.83613, 2.19219)
H (4.09138, 0.49667, 3.37484)
H (5.51954, -0.23251, 2.63140)
H (5.32778, -0.33142, 4.33155)
H (4.39666, -3.52355, 3.80648)
C (-2.15629, 4.02921, 1.97670)
C (-1.11540, 3.58203, 3.01023)
C (-0.91373, 4.70144, 4.02148)
O (-1.64986, 2.50460, 3.77659)
H (-1.82928, 4.77013, 1.24577)
H (-2.95938, 4.49135, 2.55456)
H (-2.57616, 3.18073, 1.42855)
H (-0.16196, 3.34248, 2.53110)
H (-0.23212, 4.41930, 4.82191)
H (-1.82859, 5.13430, 4.42150)
H (-0.43652, 5.53232, 3.48523)
H (-1.97654, 1.82343, 3.16919)
C (-5.59337, 1.45268, -2.09218)
C (-4.18145, 1.38476, -1.56005)
C (-3.41303, 2.70794, -1.72540)
O (-4.26357, 1.06954, -0.13732)
H (-6.06581, 0.48079, -1.91583)
H (-5.65965, 1.64343, -3.16147)
H (-6.17025, 2.19277, -1.53541)
H (-3.56262, 0.64387, -2.05541)
H (-2.58534, 2.69839, -1.01521)
H (-4.01339, 3.61198, -1.61559)
H (-3.00608, 2.74456, -2.73645)
H (-4.64356, 1.85786, 0.27619)
C (-3.15698, -3.92979, -1.21907)
C (-2.86717, -2.53930, -1.79857)
C (-3.34269, -2.44140, -3.24158)
O (-3.67042, -1.58990, -1.01783)
H (-3.04876, -3.98623, -0.13570)
H (-2.49176, -4.66558, -1.66738)
H (-4.21358, -4.17110, -1.36427)
H (-1.83813, -2.21037, -1.67696)
H (-2.72813, -3.00952, -3.93766)
H (-3.24898, -1.39691, -3.55135)
H (-4.39394, -2.70671, -3.36172)
H (-4.58974, -1.86951, -1.14356)
C (1.11748, 4.35928, -0.02016)
C (1.74881, 4.67897, -1.36050)
C (1.51012, 3.71867, -2.51658)
O (1.35190, 5.98252, -1.80401)
H (1.26830, 5.16379, 0.69799)
H (1.63482, 3.47124, 0.35395)
H (0.05053, 4.20401, -0.19213)
H (2.84171, 4.72058, -1.23689)
H (2.00935, 2.76888, -2.29550)
H (1.97607, 4.11225, -3.41396)
H (0.47000, 3.40197, -2.62790)
H (1.80770, 6.65655, -1.29344)
C (1.79254, -4.35046, 1.09167)
C (0.88624, -3.39842, 0.28703)
C (1.36040, -3.40956, -1.16848)
O (-0.45198, -3.87798, 0.38874)
H (1.65360, -5.36244, 0.70898)
H (1.54513, -4.28528, 2.15577)
H (2.84760, -4.07133, 1.10876)
H (1.01348, -2.39934, 0.70708)
H (1.15644, -4.35812, -1.66124)
H (2.43361, -3.21495, -1.17096)
H (0.92109, -2.55127, -1.68456)
H (-0.46949, -4.82253, 0.19875)
C (-1.06161, 0.62760, -3.86267)
C (0.40319, 0.49537, -4.26070)
C (0.64751, -0.89089, -4.85847)
O (0.62343, 1.48701, -5.25720)
H (-1.77494, 0.59683, -4.68984)
H (-1.18218, 1.61160, -3.39863)
H (-1.48530, -0.06699, -3.13013)
H (1.01005, 0.75360, -3.39028)
H (0.50508, -1.64639, -4.07541)
H (1.66205, -1.00440, -5.23900)
H (-0.11428, -1.15350, -5.59110)
H (1.53313, 1.37705, -5.55830)
C (4.64992, 0.83443, -0.01804)
C (5.25655, 0.04054, -1.15082)
C (4.39381, -1.10904, -1.61888)
O (5.52120, 0.89930, -2.26268)
H (3.66708, 1.20494, -0.31629)
H (5.33547, 1.62584, 0.27787)
H (4.41347, 0.14549, 0.79617)
H (6.21668, -0.41321, -0.87260)
H (4.29617, -1.85316, -0.82581)
H (4.82779, -1.58524, -2.49721)
H (3.37480, -0.78985, -1.85481)
H (5.93963, 1.71739, -1.98421)
C (-2.63380, -3.85851, 3.16879)
C (-2.24954, -2.42152, 2.94372)
C (-0.96255, -2.08072, 3.66106)
O (-2.12352, -2.13046, 1.51289)
H (-1.84760, -4.56450, 2.89925)
H (-3.52953, -4.15003, 2.61131)
H (-2.92909, -3.98185, 4.21171)
H (-3.05166, -1.79636, 3.34388)
H (-1.08910, -2.22113, 4.73723)
H (-0.70853, -1.02090, 3.59314)
H (-0.12229, -2.68736, 3.32113)
H (-1.46711, -2.79180, 1.15310)



Among the records above, which one has the highest M? C29H74F3LiO12S